No. 1
C4H24N3O5 | ωB97M-V/def2-TZVPD

Structure (ORCA input):
```
! RIJCOSX wB97M-V def2-TZVPD def2/J DEFGRID3
* xyz 1 1
N -0.4886 -0.6427 -0.0435
C 0.3106 0.3255 -0.8562
C -0.5149 0.9035 -2.0053
C -1.2144 2.2204 -1.6593
N -0.3013 3.1551 -0.9764
C 1.5305 -0.4544 -1.3804
N 1.0969 -1.4897 -2.3043
H -0.6197 -1.4797 -0.6306
H 0.0625 -0.9750 0.7522
H -1.4126 -0.2594 0.1937
H 0.6353 1.1818 -0.2667
H -1.2568 0.2327 -2.4408
H 0.1738 1.0608 -2.8387
H -2.1426 2.0818 -1.1051
H -1.5206 2.6707 -2.6099
H -0.7752 3.9204 -0.5063
H 0.2176 3.6525 -1.6972
H 2.2363 0.2400 -1.8349
H 2.0626 -0.7995 -0.4870
H 1.2376 -2.4177 -1.9289
H 1.5761 -1.4305 -3.1938
H -0.0874 -3.3718 0.9594
H -0.3432 -4.2074 -0.3330
O -0.6223 -3.4273 0.1535
H -2.6596 1.8803 1.3575
H -3.3015 0.5494 1.8468
O -2.6977 0.9261 1.1976
H 1.6924 2.1851 1.9301
H 2.2952 1.5642 3.1155
O 2.4711 2.2862 2.4966
H 2.5025 -2.5580 1.4561
H 1.5024 -2.2148 2.6152
O 1.5818 -2.3717 1.6670
H -0.7400 -1.4965 3.6232
H -1.4771 -0.3052 2.9604
O -1.0099 -1.1352 2.7736
*
```

Summary:
**Energy above the lowest of the compared OMol25 structures with the same formula, charge and spin**: 0.00 kcal per mole
**Gap between HOMO and LUMO**: 0.3551 Ha
**HOMO level**: -0.464 Eh
**E_LUMO**: -2.965 eV

What are the Löwdin partial charges on each atom? They are as follows, in elementary charge units: 0.21 -0.30 -0.15 -0.26 -0.01 -0.22 0.04 0.12 0.09 0.12 0.12 0.12 0.12 0.10 0.11 0.07 0.08 0.13 0.10 0.07 0.09 0.02 0.06 -0.05 0.07 0.06 -0.04 0.02 0.03 -0.05 0.07 0.06 -0.04 0.06 0.04 -0.05



No. 2
C4H24NO7 | ωB97M-V/def2-TZVPD

Structure (ORCA input):
```
! RIJCOSX wB97M-V def2-TZVPD def2/J DEFGRID3
* xyz 1 1
C -0.2725 0.3404 1.6543
C 1.0895 0.3111 2.3542
C 2.1268 1.0236 1.5128
C 2.8234 0.4129 0.5544
N -0.9548 -0.9261 1.3190
H -0.8874 1.0609 2.1899
H -0.0534 0.8231 0.7087
H 1.1342 0.8167 3.3256
H 1.4482 -0.6828 2.6385
H 2.0630 2.1058 1.6139
H 3.5834 0.8513 -0.0838
H 2.7141 -0.6561 0.6552
H -0.2030 -1.5428 0.9655
H -1.5019 -1.4085 2.0401
H -1.6669 -0.7919 0.5940
H 1.6373 0.2897 -2.5848
H 2.3135 -0.8324 -3.3918
O 1.6617 -0.6801 -2.7060
H 1.5753 -1.3487 -1.0379
H 1.9620 -1.8599 0.4675
O 1.3678 -1.3703 -0.0865
H -3.8054 0.5106 -0.5889
H -3.7366 1.1734 0.7738
O -3.9927 0.3391 0.3538
H -1.7165 0.8768 -1.8437
H -2.6328 2.0111 -1.8921
O -2.2570 1.4193 -1.2284
H -3.6704 -0.7339 3.4380
H -3.5301 -0.6134 1.8719
O -3.1820 -1.0636 2.6752
H 2.3548 1.1813 -3.1782
H 3.7864 0.9443 -2.5254
O 2.8656 0.6575 -2.5430
H -1.3250 -1.4686 -2.5306
H -0.0819 -0.6230 -2.8417
O -1.0362 -0.5468 -2.6434
*
```

Summary:
**Energy above the lowest of the compared OMol25 structures with the same formula, charge and spin**: 124.18 kcal per mole
**Gap between HOMO and LUMO**: 0.3569 Ha
**HOMO level**: -0.458 Eh
**E_LUMO**: -2.753 eV

What are the Löwdin partial charges on each atom? They are as follows, in elementary charge units: -0.16 -0.18 -0.17 0.01 0.17 0.13 0.11 0.12 0.12 0.11 0.07 0.03 0.13 0.12 0.14 0.00 0.11 -0.12 0.05 0.06 -0.09 0.04 0.06 -0.07 0.01 0.07 -0.08 0.07 0.01 -0.06 0.12 0.12 -0.06 0.08 0.01 -0.06



No. 3
C4H24O10 | ωB97M-V/def2-TZVPD

Structure (ORCA input):
```
! RIJCOSX wB97M-V def2-TZVPD def2/J DEFGRID3
* xyz 0 1
O 2.7639 4.1204 -2.9894
C 2.9096 2.7752 -2.7955
C 2.2772 2.2688 -1.5202
O 1.7551 0.9558 -1.7028
H 2.6504 4.6181 -2.2399
H 2.3527 2.3731 -3.6857
H 3.9335 2.4092 -3.0032
H 1.3773 2.8358 -1.1144
H 3.0171 2.2874 -0.6923
H 1.3550 0.5880 -0.9116
O 0.8057 0.0251 0.6135
C 0.7166 -1.3194 0.9084
C 1.6065 -2.0656 -0.1059
O 1.4535 -3.3978 0.0569
H 0.6311 0.4385 1.4640
H 1.0806 -1.5200 1.8984
H -0.3349 -1.7408 0.8722
H 2.5320 -1.6560 0.1783
H 1.3886 -1.7497 -1.1329
H 2.0250 -3.8425 0.7411
O -3.0271 2.0680 2.3324
H -2.8315 1.5446 1.5923
H -2.5476 2.8892 2.3044
O -2.0477 0.3164 0.5178
H -1.2560 0.3071 -0.0210
H -1.8617 -0.4016 1.0756
O -0.4554 0.8823 3.0991
H -0.8086 0.3594 3.7493
H -1.1988 1.3001 2.6847
O -0.6464 -0.8440 -2.4110
H -0.5292 -1.7332 -2.0048
H -1.5094 -0.5970 -2.5558
O -2.4445 -1.7724 2.2428
H -2.1497 -2.6912 2.0759
H -3.3986 -1.7264 2.0885
O -3.1870 -2.5260 -0.8174
H -3.6383 -3.3893 -0.8009
H -2.7585 -2.3898 0.0088
*
```

Summary:
**SMILES**: OCCO.OCCO.O.O.O.O.O.O
**Energy above the lowest of the compared OMol25 structures with the same formula, charge and spin**: 71.91 kcal per mole
**Gap between HOMO and LUMO**: 0.3392 Ha
**HOMO level**: -0.344 Eh
**E_LUMO**: -0.135 eV

What are the Löwdin partial charges on each atom? They are as follows, in elementary charge units: -0.03 -0.28 -0.24 -0.10 0.04 0.13 0.12 0.14 0.12 0.01 -0.08 -0.25 -0.28 -0.04 0.07 0.12 0.11 0.11 0.12 0.13 -0.03 -0.04 0.05 -0.03 0.04 -0.05 0.01 0.01 0.00 -0.02 0.05 -0.01 -0.05 0.07 0.08 -0.04 0.06 -0.04



No. 4
C4H24O12 | ωB97M-V/def2-TZVPD

Structure (ORCA input):
```
! RIJCOSX wB97M-V def2-TZVPD def2/J DEFGRID3
* xyz 1 2
O 0.9152 -0.1067 -2.2576
C 0.7887 -1.1205 -1.5771
O -0.0666 -2.1154 -1.7759
C 1.8776 -1.6562 -0.6726
C 1.0858 -1.9085 0.5649
C 0.0900 -3.0407 0.2733
O -1.0771 -3.0403 0.6755
H -0.9907 -1.8339 -2.1976
H 2.3439 -2.5670 -1.0255
H 2.7522 -0.9371 -0.4994
H 0.4304 -1.0040 0.9659
H 1.6970 -2.0993 1.4470
H 0.4043 -4.1011 -0.0338
H 3.7181 1.7650 2.4943
H 3.7117 1.7140 0.9717
O 4.3479 1.7640 1.7549
H -0.6502 2.1836 -3.5964
H -0.3414 0.9168 -2.7293
O -1.0667 1.4654 -3.1647
H 1.3285 1.4279 3.5133
H 1.5130 2.8962 3.4327
O 1.6435 2.1372 4.0535
H -3.2011 -0.7883 0.0504
H -3.7867 -1.5078 -1.0264
O -3.7958 -0.5437 -0.6908
H -0.0739 3.5519 1.7111
H -0.5722 2.1600 1.1547
O 0.1641 2.6346 1.6027
H -2.2390 1.8636 -0.4958
H -1.8153 0.5791 0.4792
O -1.8465 1.5849 0.3336
H 1.5204 1.2853 -0.3741
H 1.6837 2.3026 0.7415
O 2.2162 1.7092 0.1624
H -2.2610 -0.6644 2.5119
H -1.7046 -1.6802 1.5420
O -2.1249 -0.7927 1.6219
H -1.8250 -0.4803 -3.9246
H -2.8575 -0.9408 -2.8708
O -1.9359 -1.0125 -3.1463
*
```

Summary:
**Expectation value of S²**: 0.757
**Gap between HOMO and LUMO (spin up / spin down)**: 0.2323 / 0.0814 Ha
**HOMO level (spin up / spin down)**: -0.459 / -0.459 Eh
**E_LUMO (spin up / spin down)**: -6.176 / -10.267 eV

What are the Löwdin partial charges on each atom? They are as follows, in elementary charge units: 0.13 -0.47 0.08 -0.06 -0.08 -0.03 0.27 0.14 0.15 0.18 0.18 0.16 0.24 0.00 0.00 -0.10 0.03 0.01 -0.07 -0.01 0.05 -0.06 -0.01 0.08 -0.07 0.07 0.00 -0.07 0.07 0.04 -0.06 0.03 0.03 -0.08 0.06 0.04 0.01 0.07 0.06 -0.01